Entry 1:
18
Properties=species:S:1:pos:R:3:nbo_charge:R:1 method="wB97M-V/def2-TZVPD" charge=+2 de_lowest_kcal_mol=110.50 orbital_gap_ha=0.23690
N 3.371 0.413 -0.625 -1.105
N -2.884 0.484 0.912 -0.709
C 0.675 -0.631 0.434 0.201
C -1.166 -0.430 -0.560 -0.089
C 0.302 -0.645 -0.950 -0.582
C -1.529 0.580 0.244 -0.021
H -3.508 1.305 0.912 0.483
H 4.376 0.361 -0.859 0.403
H -1.787 -1.293 -0.809 0.278
H 0.625 -1.671 -1.354 0.354
H -1.117 1.597 0.205 0.292
H 3.400 -0.252 0.159 0.344
H -2.908 0.203 1.906 0.476
H -3.387 -0.282 0.431 0.462
H 1.331 0.157 0.822 0.265
H 3.396 1.376 -0.290 0.377
H 0.266 -1.285 1.186 0.239
H 0.543 0.014 -1.765 0.332

=====

Entry 2:
22
Properties=species:S:1:pos:R:3:nbo_charge:R:1 method="wB97M-V/def2-TZVPD" de_lowest_kcal_mol=13.99 orbital_gap_ha=0.45146 smiles=CCC.CCC
C -1.396 0.250 -0.827 -0.618
C 2.323 -0.152 -1.321 -0.612
C -3.166 0.840 0.883 -0.600
C -1.691 0.913 0.527 -0.402
C 1.977 -0.725 1.172 -0.614
C 2.113 -1.261 -0.267 -0.408
H 1.129 -1.629 -0.561 0.197
H -0.481 -0.345 -0.857 0.205
H 1.021 -1.008 1.603 0.207
H -3.406 1.401 1.789 0.207
H -2.183 -0.371 -1.256 0.207
H -1.146 1.052 -1.532 0.206
H -1.347 1.945 0.485 0.197
H -3.483 -0.200 0.972 0.202
H 2.730 -1.163 1.833 0.207
H 2.107 0.354 1.200 0.205
H -1.107 0.430 1.313 0.195
H -3.787 1.297 0.110 0.199
H 2.853 -2.047 -0.359 0.206
H 3.333 0.057 -1.682 0.208
H 1.831 0.760 -0.985 0.201
H 1.778 -0.398 -2.241 0.203

=====

Entry 3:
77
Properties=species:S:1:pos:R:3:lowdin_charge:R:1 method="wB97M-V/def2-TZVPD" charge=+1 de_lowest_kcal_mol=29.18 orbital_gap_ha="0.24142 / 0.24473"
Pt 0.103 0.146 2.415 0.842
I -0.690 -0.232 4.941 1.110
O -2.588 0.985 -3.181 0.132
O 4.857 -3.297 1.508 -0.059
O 0.914 0.385 0.460 -0.208
N 2.091 -0.625 3.057 -0.040
N -2.595 -2.708 0.623 0.149
N -0.297 3.827 0.603 -0.095
N -0.847 -1.726 1.596 -0.054
N -3.992 0.695 -4.836 0.120
N -0.184 2.362 2.191 -0.066
N -1.469 -2.959 -0.066 -0.104
N -3.772 2.034 -4.694 0.120
N 3.085 -0.884 -2.025 0.130
N -1.525 3.810 1.151 0.146
C 2.910 -0.971 0.758 -0.076
C -4.357 -3.468 -3.756 -0.047
C 0.500 2.970 1.232 -0.135
C 1.048 0.402 -2.262 -0.011
C 3.849 -1.509 6.213 -0.052
C 0.015 4.662 -0.552 -0.059
C 5.208 -2.108 0.802 -0.198
C -3.467 -3.980 -2.821 -0.023
C 1.936 -0.265 0.003 -0.310
C 2.841 -1.195 2.175 -0.061
C 4.060 -1.461 -1.299 -0.086
C -1.113 4.642 -1.554 -0.212
C -1.468 3.453 -2.177 0.033
C -3.187 4.608 -3.414 -0.002
C -2.385 -1.845 -2.681 0.034
C -0.428 -2.374 0.522 -0.111
C -1.428 2.915 2.097 -0.192
C -2.845 5.784 -2.773 -0.046
C -2.468 -3.175 -2.294 -0.205
C 2.310 -0.901 4.423 -0.304
C -3.291 -1.323 -3.598 -0.127
C -4.273 -2.146 -4.150 -0.003
C 4.023 -1.533 0.066 -0.146
C -2.190 -1.957 1.613 -0.194
C 1.556 -1.099 6.731 -0.152
C -1.817 5.802 -1.841 -0.023
C 2.087 -0.291 -1.434 -0.261
C -2.505 3.432 -3.103 -0.128
C 1.316 -0.814 5.397 -0.538
C -1.483 -3.738 -1.297 -0.058
C -3.289 0.095 -3.930 -0.277
C -2.947 2.184 -3.709 -0.278
C 3.597 -1.221 4.886 -0.009
C 2.824 -1.459 7.146 -0.064
H 4.852 -1.772 6.518 0.117
H -1.740 -4.770 -1.062 0.132
H 0.588 -2.431 0.165 0.140
H 0.209 5.684 -0.225 0.131
H 5.606 -3.900 1.510 0.097
H 0.048 0.073 -1.973 0.055
H -0.468 -3.711 -1.693 0.138
H 5.587 -1.355 1.505 0.126
H -2.857 -1.588 2.373 0.106
H -1.624 -1.200 -2.260 0.104
H -0.949 2.532 -1.934 0.108
H -3.989 4.574 -4.138 0.120
H 4.420 -1.223 4.185 0.115
H 1.224 0.203 -3.315 0.093
H 5.997 -2.304 0.074 0.124
H 1.091 1.481 -2.094 0.075
H -3.553 -5.011 -2.500 0.117
H 4.886 -1.871 -1.867 0.119
H 0.929 4.262 -0.991 0.133
H -1.565 6.723 -1.331 0.118
H 3.514 -1.979 2.518 0.112
H -2.247 2.678 2.754 0.113
H -3.387 6.695 -2.988 0.114
H 0.748 -1.023 7.448 0.097
H -4.968 -1.727 -4.865 0.121
H -5.131 -4.104 -4.162 0.114
H 1.537 2.808 0.997 0.145
H 3.009 -1.678 8.188 0.116